Record 1
{"formula": "C9H11ClSi", "method": "ωB97M-V/def2-TZVPD", "total_charge": 0, "relative_energy_ev": 5.568, "homo_lumo_gap_ev": [8.68, 6.24], "symbols": ["C", "C", "C", "C", "C", "C", "C", "C", "C", "Si", "Cl", "H", "H", "H", "H", "H", "H", "H", "H", "H", "H", "H"], "positions_angstrom": [[-3.02963, -0.02121, -1.89203], [-2.75179, 0.48918, -0.54027], [-1.95597, 0.11755, -2.77437], [-1.52969, 1.00232, -0.17958], [-0.74070, 0.65413, -2.39071], [-0.46001, 1.03975, -1.06878], [1.62025, 1.14247, 2.12038], [2.18573, 1.39516, 0.92838], [1.99069, -2.56681, 2.00769], [1.26940, 1.49261, -0.71399], [2.51708, 1.77810, -2.24806], [-3.99642, -0.41198, -2.13108], [-3.53307, 0.44186, 0.23447], [-2.02784, -0.21245, -3.88277], [-1.25246, 1.48843, 0.80245], [0.01711, 0.86414, -3.06239], [1.86945, 1.25323, 3.16768], [0.67727, 0.68061, 2.09313], [3.18633, 1.79678, 0.92851], [1.97196, -2.35442, 2.99442], [1.96184, -1.56175, 1.39154], [2.67378, -3.43992, 1.75605]], "atomic_forces_ev_per_a": [[2.23, 1.53, 2.56], [-1.45, -0.90, -1.15], [-0.81, -0.74, -2.29], [1.13, 0.86, 1.57], [-0.73, 0.07, 1.64], [-0.14, -0.63, -1.39], [-0.50, -0.44, -0.24], [-0.41, 0.42, -0.26], [1.60, 0.82, -3.94], [0.20, 0.57, 2.40], [0.50, -0.12, -0.87], [-0.20, -0.20, -0.21], [0.28, 0.08, -0.57], [-0.14, 0.60, 2.01], [-1.18, -0.97, -0.76], [1.23, -0.20, -1.73], [1.21, 0.36, -0.30], [-1.53, -0.46, -0.14], [0.31, 0.19, -0.26], [-0.46, 0.40, 3.26], [0.05, -2.58, 0.81], [-1.19, 1.34, -0.15]]}

Record 2
{"formula": "C9H11F3I4O4S", "method": "ωB97M-V/def2-TZVPD", "total_charge": 0, "homo_lumo_gap_ev": 7.57, "symbols": ["C", "C", "I", "C", "I", "C", "I", "C", "C", "C", "I", "O", "C", "O", "S", "O", "O", "C", "F", "F", "F", "H", "H", "H", "H", "H", "H", "H", "H", "H", "H", "H"], "positions_angstrom": [[4.39617, -0.53886, 1.21059], [2.86361, -1.05330, 0.95183], [2.40791, -2.33672, 2.69022], [1.95338, 0.27455, 0.91273], [1.71065, 1.13542, 2.94165], [0.55240, 0.13031, 0.11744], [-0.09058, -1.90963, -0.28207], [0.79958, 0.82461, -1.34501], [-0.53078, 0.71706, -2.24806], [-0.25026, -0.23460, -3.53584], [-2.01723, -1.54858, -3.72897], [-0.42673, 0.98167, 0.78872], [-1.46427, 0.25465, 1.42068], [-1.35347, -0.37236, 2.51025], [-3.16127, 0.25593, 0.64531], [-3.31716, 1.59985, -0.05316], [-3.38667, -0.80603, -0.39081], [-4.56881, 0.14461, 1.87055], [-4.18204, 0.11583, 3.22808], [-5.47578, 1.24500, 1.74135], [-5.30278, -1.05935, 1.61032], [4.99821, -1.48481, 1.50020], [4.84565, -0.19048, 0.20624], [4.46935, 0.23636, 2.04326], [2.90878, -1.63415, -0.03276], [2.57812, 1.07412, 0.35196], [0.93413, 1.95138, -1.10131], [1.75466, 0.44856, -1.84849], [-0.72902, 1.78225, -2.66154], [-1.47507, 0.43115, -1.66629], [-0.14649, 0.40175, -4.48793], [0.70582, -0.83616, -3.35912]], "atomic_forces_ev_per_a": [[-0.01, -1.52, -0.50], [1.84, 1.87, 0.42], [0.07, 0.04, -1.11], [0.40, -0.69, -0.74], [0.26, -0.04, -1.02], [2.31, 1.31, -1.23], [0.15, 0.46, 0.32], [-1.41, 0.87, 1.15], [0.81, 0.83, -1.13], [0.06, 0.94, 0.73], [1.00, 0.47, -0.35], [-2.95, -2.34, 0.16], [2.33, -2.11, 5.12], [-0.61, 2.94, -5.13], [-1.49, 2.86, -8.24], [0.72, -3.10, 3.29], [0.96, 1.38, 3.84], [-3.73, -0.69, 3.32], [-0.64, 0.08, -3.41], [2.82, -3.13, -0.03], [2.12, 3.41, 0.59], [-0.85, 1.72, -0.35], [-0.78, -0.15, 1.62], [-0.14, -1.05, -1.27], [-0.63, 0.69, 1.56], [-1.12, -1.29, 0.96], [0.04, -1.85, -0.28], [-1.44, 0.28, 0.77], [0.19, -1.77, 0.70], [1.63, 0.27, -0.82], [-0.27, -1.22, 1.46], [-1.64, 0.53, -0.42]]}

Record 3
{"formula": "C9H11FN2", "method": "ωB97M-V/def2-TZVPD", "total_charge": 0, "relative_energy_ev": 3.279, "homo_lumo_gap_ev": 6.17, "symbols": ["C", "N", "C", "C", "N", "F", "C", "C", "C", "C", "C", "C", "H", "H", "H", "H", "H", "H", "H", "H", "H", "H", "H"], "positions_angstrom": [[4.25771, -1.79652, 0.97609], [5.12145, -2.53173, 1.31903], [-0.27908, -2.43376, 0.93448], [-0.40918, -1.06725, 0.39140], [0.68730, -0.32746, 0.17219], [1.98563, -0.95620, 0.50144], [0.69465, 0.92136, -0.31604], [1.97099, 1.63962, -0.51527], [-0.52382, 1.50467, -0.62240], [-1.70289, 0.78747, -0.41733], [-3.02348, 1.41990, -0.74944], [-1.63982, -0.50884, 0.09397], [-1.28324, -2.86186, 1.03762], [0.29664, -3.09187, 0.26980], [0.19038, -2.44327, 1.92739], [1.75133, 2.63626, -0.91935], [2.52141, 1.77661, 0.42593], [2.62775, 1.12771, -1.23234], [-0.55681, 2.52045, -1.02198], [-3.85415, 0.72999, -0.53273], [-3.19276, 2.34354, -0.16744], [-3.08706, 1.69820, -1.81669], [-2.55295, -1.08701, 0.26166]], "atomic_forces_ev_per_a": [[1.25, -1.35, 0.61], [-1.69, 1.47, -0.68], [-0.15, -0.86, 0.33], [0.00, -0.18, 0.07], [0.63, -0.57, 0.26], [-1.29, 0.96, -0.46], [0.20, 0.28, -0.10], [0.69, 0.57, -0.18], [-0.19, -0.43, 0.15], [-0.28, 0.23, -0.11], [-0.59, 0.07, -0.07], [0.03, 0.42, -0.16], [0.25, 0.11, -0.03], [0.05, 0.30, 0.21], [0.09, 0.08, -0.35], [0.04, -0.30, 0.12], [-0.10, -0.30, -0.24], [-0.14, -0.06, 0.36], [0.13, -0.38, 0.16], [0.30, 0.29, -0.09], [0.18, -0.39, -0.20], [0.14, -0.15, 0.43], [0.45, 0.19, -0.04]]}

Record 4
{"formula": "C9H11I3", "method": "ωB97M-V/def2-TZVPD", "total_charge": 0, "relative_energy_ev": 2.483, "homo_lumo_gap_ev": [7.59, 5.37], "symbols": ["C", "C", "C", "C", "C", "C", "C", "C", "C", "I", "I", "I", "H", "H", "H", "H", "H", "H", "H", "H", "H", "H", "H"], "positions_angstrom": [[-2.09083, -3.02585, -2.23997], [-0.21401, -0.24167, -1.22599], [-1.50140, -0.52124, -1.61716], [0.27395, 0.86981, -0.57845], [1.46785, 1.09989, -0.03721], [-1.86864, -1.74667, -2.04038], [2.66213, 2.22381, 1.82827], [1.86863, 2.36142, 0.59127], [-2.00354, -1.81719, 0.97749], [-0.04583, -2.28952, 1.43561], [-2.59723, 0.04551, 1.70115], [-3.35843, -3.32539, 1.53377], [-2.29282, -3.57333, -1.32125], [-2.42862, -3.56866, -3.13288], [0.59285, -1.09932, -1.26827], [-2.31989, 0.27855, -1.52017], [-0.46827, 1.70641, -0.52946], [2.10476, 0.22266, -0.01843], [2.86974, 3.19225, 2.27220], [2.21990, 1.60708, 2.60281], [3.68433, 1.70272, 1.83628], [0.91814, 2.89843, 0.67923], [2.52724, 3.00029, 0.07153]], "atomic_forces_ev_per_a": [[-1.04, 0.72, 0.49], [3.50, -2.94, -0.06], [-2.35, 0.57, -0.57], [-2.36, 2.84, -0.19], [1.03, -1.27, -0.31], [0.19, -0.67, -0.21], [1.74, -1.19, 2.82], [-0.69, -0.17, 0.01], [-0.43, -0.25, 0.89], [0.37, -0.21, -0.05], [-0.07, 0.29, -0.13], [-0.05, -0.07, -0.30], [0.09, -0.25, 0.05], [0.76, 0.61, 0.00], [-1.87, 1.48, -0.32], [1.28, -1.24, -0.06], [0.56, -0.44, 0.03], [0.58, 0.13, 0.04], [-0.07, 0.21, 0.10], [-0.77, 0.08, 0.26], [-1.18, 0.78, -1.17], [0.32, 0.38, 0.63], [0.45, 0.61, -1.94]]}

Record 5
{"formula": "C9H11INO2P", "method": "ωB97M-V/def2-TZVPD", "total_charge": 0, "relative_energy_ev": 0.000, "homo_lumo_gap_ev": 7.64, "smiles": "C[C@@H](I)CC1=CC(=O)C([PH2]=N)=CC1=O", "symbols": ["C", "C", "I", "C", "C", "C", "C", "O", "C", "P", "N", "C", "C", "O", "H", "H", "H", "H", "H", "H", "H", "H", "H", "H", "H"], "positions_angstrom": [[2.89643, 0.59774, 1.42160], [2.67899, -0.43684, 0.32244], [4.54379, -1.38534, -0.20348], [1.63138, -1.49751, 0.69696], [0.29568, -1.15017, 0.12967], [0.01052, -1.12510, -1.16848], [-1.37348, -0.78029, -1.57316], [-1.96889, -1.33882, -2.47679], [-2.00759, 0.26433, -0.72207], [-3.12115, 1.53236, -1.37960], [-3.56018, 2.51096, -0.22426], [-1.73933, 0.24609, 0.57368], [-0.79488, -0.78510, 1.08513], [-0.91417, -1.30162, 2.17940], [3.91879, 0.92656, 1.47255], [2.27375, 1.45768, 1.20839], [2.63626, 0.19836, 2.38867], [2.31533, 0.06814, -0.55440], [1.52405, -1.49778, 1.77352], [1.93272, -2.49382, 0.41365], [0.74220, -1.36107, -1.91716], [-4.19332, 0.86193, -1.98872], [-2.39803, 2.18856, -2.39260], [-3.27220, 3.45389, -0.43648], [-2.18810, 0.96496, 1.23749]], "atomic_forces_ev_per_a": [[-0.08, -0.11, -0.31], [0.05, -0.26, 0.35], [-0.11, 0.06, -0.06], [0.03, 0.16, 0.38], [0.02, -0.04, 0.03], [-0.19, 0.10, 0.19], [-0.31, -0.40, -0.54], [0.40, 0.59, 0.25], [-0.23, -0.27, -0.64], [-0.40, 1.14, 1.24], [0.09, -0.49, -0.48], [0.02, 0.09, 0.13], [-0.24, -0.26, 0.60], [0.25, 0.48, -0.57], [0.36, 0.26, -0.06], [-0.21, 0.28, 0.15], [-0.09, -0.13, 0.36], [0.36, 0.08, -0.60], [0.07, -0.24, 0.31], [0.04, -0.25, -0.26], [0.11, -0.33, -0.36], [0.32, -0.26, -0.25], [-0.01, -0.52, -0.35], [-0.05, 0.25, 0.18], [-0.22, 0.09, 0.31]]}

Max |F|? In order: 4.33; 8.85; 2.35; 4.57; 1.73 eV/A.